17
Properties=species:S:1:pos:R:3:nbo_charge:R:1 method="wB97M-V/def2-TZVPD" e_above_lowest_kcal_mol=23.87 e_tot_ev=-8873.454 smiles=CCNCO.O max_force_ev_per_a=2.35 homo_lumo_gap_ev=9.449
C -1.61 1.10 -0.24 -0.619
C -1.45 -0.45 -0.26 -0.204
N -0.10 -0.92 -0.58 -0.685
C 0.88 -1.33 0.35 0.130
O 2.10 -1.79 -0.24 -0.730
H -0.89 1.34 0.54 0.213
H -1.47 1.48 -1.24 0.207
H -2.64 1.41 0.02 0.207
H -2.12 -0.91 -0.95 0.185
H -1.77 -0.77 0.72 0.189
H 0.30 -0.56 -1.43 0.375
H 1.15 -0.55 1.11 0.115
H 0.51 -2.15 1.01 0.141
H 1.97 -2.46 -0.93 0.475
O 1.70 2.42 0.42 -0.947
H 1.54 2.66 1.34 0.472
H 1.89 1.48 0.35 0.476